Entry from the OMol25 dataset: a cluster of 2 separate species, H4O2 in total (ωB97M-V with the def2-TZVPD basis set).

Values from the calculation:
Orbital gap = 12.19 eV
SMILES string = O.O
ΔE to the lowest compared entry with this formula, charge and spin = 14.4 kJ/mol

Last column: Löwdin charge in e.
Positions of all 6 atoms, in Å:
O 0.448 2.273 0.660  -0.05
H 0.118 1.418 0.384  0.02
H -0.269 2.879 0.473  0.03
O -0.217 -1.823 -0.446  -0.05
H 0.263 -2.168 -1.198  0.03
H -0.343 -2.579 0.127  0.03


Entry from the OMol25 dataset: a cluster of 2 separate species, H4O2 in total (ωB97M-V with the def2-TZVPD basis set).

Values from the calculation:
Orbital gap = 11.65 eV
SMILES string = O.O
ΔE to the lowest compared entry with this formula, charge and spin = 10.5 kJ/mol

Last column: Löwdin charge in e.
Positions of all 6 atoms, in Å:
O 0.644 1.565 0.185  -0.06
H -0.197 1.626 0.638  0.02
H 0.722 0.642 -0.053  -0.01
O -0.166 -1.203 0.055  -0.04
H -1.122 -1.179 0.000  0.05
H 0.118 -1.451 -0.825  0.05


Entry from the OMol25 dataset: the molecule H4O2P2 in a non-equilibrium geometry (ωB97M-V with the def2-TZVPD basis set).

Values from the calculation:
Orbital gap = 10.27 eV
SMILES string = O=[P@@H](O)P
ΔE to the lowest compared entry with this formula, charge and spin = 23.6 kJ/mol

Last column: Löwdin charge in e.
Positions of all 8 atoms, in Å:
O 1.357 1.071 0.820  -0.31
O -0.751 2.105 -0.245  -0.42
P -0.335 -1.246 1.063  0.64
P -0.008 0.827 -0.012  0.39
H 1.668 1.974 0.726  0.06
H -1.460 -0.801 1.767  -0.17
H -1.148 -1.617 -0.021  -0.18
H 0.479 0.397 -1.251  0.00


Entry from the OMol25 dataset: the molecule H4O2P2S in a non-equilibrium geometry (ωB97M-V with the def2-TZVPD basis set).

Values from the calculation:
Orbital gap = 7.97 eV
SMILES string = O=S(=O)(P)P
ΔE to the lowest compared entry with this formula, charge and spin = 237.5 kJ/mol

Last column: Löwdin charge in e.
Positions of all 9 atoms, in Å:
O 0.486 -0.987 -1.472  -0.44
O 0.091 -1.796 0.718  -0.46
P -1.863 0.832 0.348  0.66
P 1.850 0.720 0.636  0.67
S 0.231 -0.635 -0.114  0.19
H -2.432 0.200 -0.743  -0.19
H -2.300 -0.244 1.173  -0.16
H 2.743 0.218 -0.160  -0.21
H 1.195 1.692 -0.386  -0.06


Entry from the OMol25 dataset: a cluster of 2 separate species, H4O3Si in total in a non-equilibrium geometry (ωB97M-V with the def2-TZVPD basis set).

Values from the calculation:
Orbital gap = 10.91 eV
SMILES string = O=[SiH]O.O
ΔE to the lowest compared entry with this formula, charge and spin = 235.4 kJ/mol

Last column: Löwdin charge in e.
Positions of all 8 atoms, in Å:
O -1.590 0.118 -0.833  -0.15
O 0.214 -1.602 0.112  -0.35
O 1.256 0.983 1.039  -0.05
Si -0.086 -0.495 -0.847  0.45
H -2.270 -0.177 -0.301  0.01
H 1.780 0.273 1.416  0.05
H 0.525 1.010 1.625  0.03
H 0.171 -0.109 -2.211  0.00


Entry from the OMol25 dataset: a cluster of 2 separate species, H4OS2 in total (ωB97M-V with the def2-TZVPD basis set).

Values from the calculation:
Orbital gap = 9.17 eV
SMILES string = SS.O
ΔE to the lowest compared entry with this formula, charge and spin = 25.3 kJ/mol

Last column: Löwdin charge in e.
Positions of all 7 atoms, in Å:
S -0.318 1.977 -1.225  0.23
S -1.107 0.696 0.249  0.23
H 0.943 1.781 -0.814  -0.22
H -2.086 1.551 0.575  -0.22
H 1.431 -1.650 0.014  0.03
H 0.177 -2.381 0.411  0.03
O 0.961 -1.973 0.789  -0.08


Entry from the OMol25 dataset: a cluster of 2 separate species, H4S2Si in total in a non-equilibrium geometry (ωB97M-V with the def2-TZVPD basis set).

Values from the calculation:
Orbital gap = 8.11 eV
SMILES string = S=[SiH]S.[H][H]
ΔE to the lowest compared entry with this formula, charge and spin = 147.9 kJ/mol

Last column: Löwdin charge in e.
Positions of all 7 atoms, in Å:
Si -0.636 -0.948 -0.727  -0.06
S -1.605 -2.806 -0.474  0.01
S 1.323 -0.378 -0.205  0.37
H -1.229 0.119 -1.453  -0.12
H 0.556 2.042 0.902  -0.03
H 0.630 2.743 0.961  0.03
H 0.961 -0.771 0.996  -0.21


Entry from the OMol25 dataset: a cluster of 2 separate species, H4S4 in total in a non-equilibrium geometry (ωB97M-V with the def2-TZVPD basis set).

Values from the calculation:
Orbital gap = 9.53 eV
SMILES string = SS.SS
ΔE to the lowest compared entry with this formula, charge and spin = 23.0 kJ/mol

Last column: Löwdin charge in e.
Positions of all 8 atoms, in Å:
S -3.482 -3.180 3.582  0.22
S -3.167 -1.110 3.117  0.22
H -4.808 -3.153 3.835  -0.22
H -3.077 -1.202 1.773  -0.21
S 3.593 1.408 -3.972  0.21
S 3.014 2.145 -2.015  0.22
H 3.662 2.575 -4.647  -0.22
H 4.265 2.517 -1.672  -0.22


Entry from the OMol25 dataset: a cluster of 2 separate species, H4SSi in total in a non-equilibrium geometry (ωB97M-V with the def2-TZVPD basis set).

Values from the calculation:
Orbital gap = 8.31 eV
ΔE to the lowest compared entry with this formula, charge and spin = 252.6 kJ/mol

Last column: Löwdin charge in e.
Positions of all 6 atoms, in Å:
Si 0.329 -0.150 -0.286  0.11
S -1.759 0.342 -0.289  0.17
H 0.649 -0.903 -1.470  -0.12
H 1.042 1.080 -0.259  -0.12
H 0.786 -0.967 0.724  -0.15
H -1.047 0.597 1.580  0.10


Entry from the OMol25 dataset: a structure of composition H4SSi in a non-equilibrium geometry (ωB97M-V with the def2-TZVPD basis set).

Values from the calculation:
Orbital gap = 7.34 eV
ΔE to the lowest compared entry with this formula, charge and spin = 251.2 kJ/mol

Last column: Löwdin charge in e.
Positions of all 6 atoms, in Å:
Si -0.551 -0.359 -0.039  0.63
S 2.351 -0.202 0.010  0.04
H -0.299 -1.546 0.889  -0.12
H -0.417 1.026 0.623  -0.12
H -1.453 -0.600 -1.149  -0.14
H 2.748 0.888 0.746  -0.30


Entry from the OMol25 dataset: the molecule H4SSi in a non-equilibrium geometry (ωB97M-V with the def2-TZVPD basis set).

Values from the calculation:
Orbital gap (alpha / beta) = 5.30 / 8.25 eV
Spin multiplicity = 3
ΔE to the lowest compared entry with this formula, charge and spin = 84.0 kJ/mol
Expectation value of S² = 2.005

Last column: Löwdin charge in e.
Positions of all 6 atoms, in Å:
Si -0.267 0.395 -0.003  0.29
S 1.946 0.026 -0.073  0.34
H -0.616 -0.469 -1.062  -0.14
H -0.879 0.136 1.435  -0.08
H -0.460 1.878 -0.156  -0.13
H 2.224 -1.128 0.751  -0.27


Entry from the OMol25 dataset: a cluster of 28 separate species, H56O28 in total in a non-equilibrium geometry (ωB97M-V with the def2-TZVPD basis set).

Values from the calculation:
Orbital gap = 8.93 eV
ΔE to the lowest compared entry with this formula, charge and spin = 308.4 kJ/mol

Last column: Löwdin charge in e.
Positions of all 84 atoms, in Å:
O -14.457 -10.752 16.355  -0.03
H -13.860 -11.063 15.676  0.00
H -15.325 -10.806 15.955  0.06
O -12.432 -12.250 14.814  -0.03
H -11.503 -12.443 14.689  0.05
H -12.796 -13.053 15.186  0.06
O -5.727 -12.982 16.596  -0.04
H -5.242 -12.572 17.313  0.02
H -5.055 -13.224 15.959  0.05
O -11.818 -7.943 11.468  -0.05
H -12.151 -8.805 11.716  0.00
H -10.925 -8.107 11.167  0.01
O -5.444 -12.123 12.491  -0.04
H -5.311 -11.343 13.029  -0.03
H -4.931 -12.804 12.926  0.04
O -13.122 -13.242 11.909  -0.05
H -12.544 -13.994 12.037  0.04
H -12.692 -12.526 12.377  -0.03
O -6.932 -9.201 15.715  -0.02
H -6.694 -9.584 16.559  0.05
H -7.002 -8.262 15.888  0.05
O -12.921 -5.765 13.378  -0.04
H -12.493 -6.493 12.928  0.00
H -13.800 -6.087 13.576  0.05
O -5.716 -8.877 10.981  -0.08
H -6.598 -8.654 11.277  -0.06
H -5.309 -9.300 11.737  -0.02
O -7.893 -13.783 13.052  -0.06
H -8.650 -13.526 12.525  0.01
H -7.285 -13.048 12.972  -0.02
O -10.360 -11.234 9.872  -0.06
H -10.247 -11.348 10.815  -0.05
H -10.420 -10.286 9.750  -0.04
O -5.303 -7.406 17.361  -0.04
H -4.958 -6.612 17.769  0.07
H -4.735 -7.553 16.604  0.06
O -7.860 -14.466 17.268  -0.08
H -7.363 -13.773 16.834  -0.03
H -7.201 -15.118 17.510  0.02
O -10.479 -5.658 14.711  -0.04
H -10.866 -5.204 15.459  0.06
H -10.961 -5.327 13.953  0.02
O -7.779 -5.102 17.459  -0.06
H -7.163 -5.294 16.753  0.01
H -8.412 -5.819 17.427  -0.05
O -8.447 -3.917 13.066  -0.05
H -8.505 -4.813 13.397  0.00
H -7.508 -3.734 13.034  0.03
O -14.042 -7.939 16.438  -0.05
H -14.253 -8.873 16.430  -0.02
H -14.344 -7.632 17.293  0.05
O -10.160 -8.538 9.475  -0.04
H -9.533 -7.915 9.107  0.09
H -11.017 -8.187 9.235  0.07
O -5.019 -9.754 13.744  -0.03
H -4.269 -9.374 14.203  0.06
H -5.718 -9.769 14.398  0.01
O -5.070 -10.636 18.102  -0.03
H -5.505 -10.651 18.954  0.06
H -4.356 -10.006 18.209  0.05
O -6.768 -7.986 19.806  -0.05
H -6.104 -7.608 20.382  0.03
H -6.452 -7.800 18.921  -0.03
O -8.114 -8.552 11.845  -0.02
H -8.520 -9.052 11.137  0.04
H -8.366 -9.016 12.643  0.01
O -11.166 -5.404 10.215  -0.05
H -11.576 -4.692 10.707  0.03
H -11.269 -6.172 10.776  -0.03
O -9.492 -6.995 17.069  -0.03
H -9.943 -7.820 17.247  0.05
H -9.848 -6.702 16.230  0.00
O -10.262 -11.486 12.433  -0.05
H -9.750 -11.079 13.132  0.02
H -11.089 -11.004 12.429  -0.01
O -9.270 -9.631 14.201  -0.04
H -9.956 -9.040 14.510  0.04
H -8.516 -9.436 14.759  0.01
O -11.534 -9.306 15.984  -0.03
H -11.607 -9.905 16.727  0.06
H -12.234 -8.668 16.121  0.00
O -12.729 -10.475 12.137  -0.03
H -13.272 -10.752 11.399  0.10
H -13.351 -10.331 12.851  0.09


Entry from the OMol25 dataset: a cluster of 29 separate species, H58O29 in total in a non-equilibrium geometry (ωB97M-V with the def2-TZVPD basis set).

Values from the calculation:
Orbital gap = 9.04 eV
ΔE to the lowest compared entry with this formula, charge and spin = 342.9 kJ/mol

Last column: Löwdin charge in e.
Positions of all 87 atoms, in Å:
O -0.835 5.658 0.618  -0.04
H -1.506 6.314 0.803  0.05
H -0.921 5.021 1.327  -0.01
O 5.762 1.612 0.023  -0.05
H 4.907 1.439 -0.370  -0.02
H 6.391 1.397 -0.667  0.03
O 0.361 -3.813 1.819  -0.03
H 0.786 -3.142 1.285  0.02
H 1.009 -4.514 1.883  0.04
O 2.573 -4.668 -1.815  -0.02
H 2.162 -5.340 -1.271  0.06
H 3.416 -4.501 -1.394  0.07
O -1.956 -1.054 1.382  -0.02
H -1.594 -1.770 1.905  0.04
H -1.189 -0.578 1.063  -0.01
O -0.460 3.538 2.401  -0.05
H -0.265 4.020 3.204  0.07
H 0.033 2.722 2.486  -0.01
O -2.765 2.295 1.321  -0.04
H -2.652 2.022 0.410  0.02
H -1.876 2.467 1.631  0.03
O 3.956 -1.653 -3.916  -0.03
H 3.123 -1.999 -4.238  0.02
H 3.935 -0.724 -4.147  0.03
O 1.226 -2.156 -1.554  -0.04
H 1.577 -3.005 -1.286  0.01
H 0.587 -2.364 -2.235  -0.01
O 0.218 -1.516 3.427  -0.04
H -0.210 -2.368 3.523  0.05
H 1.070 -1.627 3.848  0.06
O 2.390 2.627 -0.938  -0.04
H 1.647 3.011 -0.472  0.04
H 2.517 1.773 -0.523  -0.01
O 1.548 1.038 -3.313  -0.04
H 2.466 1.004 -3.583  0.03
H 1.553 1.567 -2.515  0.00
O -4.845 -0.310 -1.121  -0.07
H -5.275 0.444 -0.718  -0.02
H -3.935 -0.250 -0.832  -0.03
O 1.063 -1.217 -5.304  -0.03
H 0.111 -1.240 -5.214  0.02
H 1.326 -0.407 -4.866  0.00
O -0.849 -2.455 -3.224  -0.04
H -1.523 -2.276 -2.568  0.01
H -1.149 -1.994 -4.008  0.05
O 1.461 -4.221 -4.374  -0.05
H 1.626 -4.649 -3.533  -0.01
H 0.845 -3.518 -4.168  -0.02
O 0.200 0.002 0.279  -0.03
H 0.560 -0.525 -0.435  0.04
H -0.559 0.440 -0.105  0.02
O -1.948 1.106 -1.238  -0.03
H -2.334 0.837 -2.071  0.08
H -1.771 2.040 -1.346  0.00
O 3.843 -2.138 1.722  -0.03
H 3.653 -2.982 2.132  0.03
H 4.233 -1.614 2.421  0.05
O 0.961 1.335 2.473  -0.02
H 0.758 0.968 1.613  0.00
H 0.974 0.579 3.060  0.04
O -5.242 2.099 -0.138  -0.02
H -4.647 2.259 0.594  0.01
H -4.881 2.615 -0.858  0.06
O -2.554 -2.113 -1.058  -0.03
H -2.734 -3.033 -0.862  0.07
H -2.277 -1.740 -0.221  -0.01
O 3.354 0.047 -0.687  -0.04
H 2.744 -0.533 -1.141  0.01
H 3.708 -0.486 0.025  0.04
O -4.564 3.551 2.663  -0.05
H -4.611 4.456 2.355  0.04
H -3.832 3.170 2.179  -0.05
O -3.125 1.327 4.143  -0.05
H -2.598 1.962 4.627  0.05
H -3.564 1.843 3.467  0.00
O -1.548 3.831 -1.473  -0.03
H -1.403 4.559 -0.868  0.00
H -1.477 4.224 -2.343  0.06
O 5.782 -2.081 -1.713  -0.06
H 6.461 -1.872 -2.354  0.03
H 4.985 -1.691 -2.070  -0.02
O -4.395 -0.904 3.226  -0.06
H -4.418 -0.112 3.762  0.00
H -3.554 -0.860 2.770  -0.02
O -0.919 -0.100 5.722  -0.04
H -0.505 -0.429 6.520  0.03
H -0.594 -0.675 5.029  -0.02


Entry from the OMol25 dataset: a cluster of 3 separate species, H5N2P in total in a non-equilibrium geometry (ωB97M-V with the def2-TZVPD basis set).

Values from the calculation:
Orbital gap = 7.02 eV
ΔE to the lowest compared entry with this formula, charge and spin = 364.5 kJ/mol

Last column: Löwdin charge in e.
Positions of all 8 atoms, in Å:
N 0.107 0.010 1.880  -0.06
N -0.235 0.157 0.493  -0.63
P 0.619 0.998 -0.560  0.62
H 0.926 0.576 1.824  -0.01
H -0.697 0.231 2.415  0.05
H -0.769 -0.716 0.257  0.08
H 0.374 -0.764 -3.342  -0.01
H -0.325 -0.493 -2.967  -0.05